This record from the Open Molecules 2025 dataset describes 2 unconnected molecules or ions with the total composition CH8N3O. The level of theory is wB97M-V/def2-TZVPD.

Computed properties:
Molar mass, g/mol: 78.09
HOMO level, eV: -15.368
Gap between HOMO and LUMO, eV: 12.01
LUMO energy, Eh: -0.1236
ΔE to the lowest compared entry with this formula, charge and spin, kcal per mole: 31.7

```
! wB97M-V def2-TZVPD RIJCOSX def2/J DEFGRID3
* xyz 1 1
N 0.50 1.25 0.37
C 0.60 0.15 -0.45
N -0.01 0.12 -1.61
N 1.59 -0.82 -0.12
H 1.34 1.57 0.93
H -0.44 1.81 0.36
H 0.03 -0.54 -2.35
H -0.55 1.00 -1.89
H 1.28 -1.62 -0.70
H 1.60 -1.11 0.89
H -1.82 0.06 1.96
H -2.48 -1.15 1.19
O -1.66 -0.72 1.42
*
```

This record from the Open Molecules 2025 dataset describes a molecular structure, C19H28GdNO14S. The level of theory is wB97M-V/def2-TZVPD.

Computed properties:
Molar mass, g/mol: 683.74
HOMO level (spin up / spin down), eV: -8.979 / -8.999
Gap between HOMO and LUMO (spin up / spin down), eV: 7.32 / 8.73
LUMO energy (spin up / spin down), Eh: -0.0610 / -0.0097
ΔE to the lowest compared entry with this formula, charge and spin, kcal per mole: 0.0
<S²>: 15.826

```
! wB97M-V def2-TZVPD RIJCOSX def2/J DEFGRID3
* xyz 0 8
Gd -1.35 -0.52 0.77
C -2.23 1.06 -2.35
C -1.87 -0.26 -2.89
O -1.45 -1.12 -1.83
C -1.71 -2.49 -2.12
C -0.80 -3.28 -1.23
O -0.96 -2.75 0.09
C -0.82 -3.72 1.11
C 0.28 -3.24 2.00
O -0.15 -1.97 2.52
C 0.70 -1.45 3.57
C -0.07 -0.33 4.17
O -0.47 0.48 3.08
C -1.00 1.74 3.45
C -0.44 2.71 2.44
O -0.77 2.15 1.18
C -0.42 3.01 0.10
C -1.40 2.76 -1.00
O -1.38 1.35 -1.25
H -3.28 1.06 -2.02
H -2.18 1.88 -3.08
H -1.04 -0.21 -3.63
H -2.73 -0.76 -3.39
H -1.54 -2.76 -3.18
H -2.76 -2.70 -1.85
H 0.27 -3.19 -1.54
H -1.08 -4.35 -1.23
H -0.54 -4.67 0.65
H -1.77 -3.82 1.65
H 1.24 -3.11 1.47
H 0.44 -3.97 2.81
H 1.62 -1.04 3.07
H 0.90 -2.28 4.28
H 0.57 0.30 4.85
H -0.95 -0.71 4.75
H -0.68 2.00 4.48
H -2.11 1.65 3.36
H 0.67 2.75 2.53
H -0.85 3.74 2.53
H 0.62 2.80 -0.23
H -0.43 4.07 0.44
H -1.14 3.35 -1.90
H -2.43 3.05 -0.72
O -3.61 -0.76 -0.21
S -4.04 -0.44 1.19
O -5.46 -0.57 1.41
O -3.16 -1.38 2.01
O -3.46 0.93 1.47
O 2.63 0.53 1.16
C 2.02 0.14 0.16
O 0.89 -0.46 0.15
C 2.67 0.42 -1.21
C 2.23 -0.16 -2.42
C 2.85 0.23 -3.61
C 3.92 1.10 -3.60
C 4.34 1.65 -2.40
C 3.71 1.32 -1.23
N 5.56 2.53 -2.37
O 6.08 2.84 -3.43
O 5.93 2.86 -1.26
H 1.41 -0.88 -2.42
H 2.47 -0.23 -4.54
H 4.49 1.38 -4.49
H 4.03 1.74 -0.27
*
```

This record from the Open Molecules 2025 dataset describes a gas-phase ion, C2H6NO (charge -1). The level of theory is wB97M-V/def2-TZVPD.

Computed properties:
Molar mass, g/mol: 60.08
HOMO level, eV: -2.122
Gap between HOMO and LUMO, eV: 6.91
LUMO energy, Eh: 0.1761
ΔE to the lowest compared entry with this formula, charge and spin, kcal per mole: 5.7

```
! wB97M-V def2-TZVPD RIJCOSX def2/J DEFGRID3
* xyz -1 1
C 1.09 -0.26 -0.07
O 1.74 -1.27 -0.64
C -0.46 -0.44 -0.08
N -1.23 0.71 0.47
H 1.30 -0.13 1.03
H 1.28 0.74 -0.55
H -0.78 -0.66 -1.10
H -0.67 -1.32 0.52
H -0.57 1.44 0.73
H -1.70 1.19 -0.30
*
```

This record from the Open Molecules 2025 dataset describes 2 unconnected molecules or ions with the total composition C3H6N2OS. The level of theory is wB97M-V/def2-TZVPD.

Computed properties:
Molar mass, g/mol: 118.16
HOMO level (spin up / spin down), eV: -8.458 / -8.457
Gap between HOMO and LUMO (spin up / spin down), eV: 8.95 / 8.95
LUMO energy (spin up / spin down), Eh: 0.0181 / 0.0180
ΔE to the lowest compared entry with this formula, charge and spin, kcal per mole: 95.8

```
! wB97M-V def2-TZVPD RIJCOSX def2/J DEFGRID3
* xyz 0 1
C -2.72 -0.31 0.25
C 1.85 -0.92 0.02
C -0.09 0.19 -0.23
N -3.66 0.30 0.49
N -0.17 1.11 0.83
O 0.20 0.75 -1.42
S -1.29 -1.18 -0.16
H 1.85 -1.85 -0.60
H 2.50 -0.27 -0.50
H 1.95 -0.89 1.10
H -0.35 2.05 0.44
H -0.63 0.98 1.72
H 0.56 0.05 -1.96
*
```

This record from the Open Molecules 2025 dataset describes a molecular structure, C27H49AlBr4Cl6F2LiN2O12S2. The level of theory is wB97M-V/def2-TZVPD.

Computed properties:
Molar mass, g/mol: 1262.08
HOMO level, eV: -4.289
Gap between HOMO and LUMO, eV: 1.76
LUMO energy, Eh: -0.0929

```
! wB97M-V def2-TZVPD RIJCOSX def2/J DEFGRID3
* xyz -1 1
C 9.43 -1.19 0.86
O 9.50 -1.99 -0.29
C 8.25 -2.08 -0.95
C 7.88 -0.77 -1.69
C 6.45 -0.39 -1.30
C 5.83 0.74 -2.15
C 4.31 0.48 -2.33
C 3.42 1.69 -2.01
C 2.08 1.48 -2.72
C 0.96 2.43 -2.30
C 0.58 2.37 -0.79
C -0.76 3.10 -0.56
C -0.91 3.86 0.76
C -0.84 3.02 2.05
Br -2.00 1.43 1.98
C 1.53 3.27 -0.07
O 2.17 3.05 0.92
O 1.58 4.50 -0.65
N 0.45 1.00 -0.30
F 1.75 0.38 -0.12
S -0.44 -0.02 -1.32
C -1.39 -1.09 -0.22
C -2.88 -0.76 -0.39
O -3.25 -0.22 -1.40
O -3.69 -1.13 0.60
C -4.98 -0.53 0.56
C -5.94 -1.31 -0.35
C -5.34 -2.59 -0.95
O -7.12 -1.53 0.42
C -8.16 -1.93 -0.38
O -8.44 -3.10 -0.37
C -8.94 -0.97 -1.24
S -8.77 -1.46 -2.98
H 10.30 -1.36 1.49
H 8.55 -1.42 1.48
H 9.38 -0.13 0.60
H 8.29 -2.92 -1.63
H 7.50 -2.33 -0.20
H 8.55 0.04 -1.39
H 7.90 -0.99 -2.75
H 5.84 -1.29 -1.47
H 6.32 -0.15 -0.25
H 6.30 0.64 -3.16
H 6.05 1.73 -1.77
H 3.93 -0.32 -1.71
H 4.08 0.17 -3.36
H 3.34 1.70 -0.93
H 3.86 2.63 -2.36
H 2.26 1.65 -3.80
H 1.83 0.42 -2.65
H 0.07 2.15 -2.87
H 1.22 3.40 -2.66
H -0.76 3.89 -1.31
H -1.63 2.46 -0.67
H -1.92 4.26 0.76
H -0.27 4.74 0.83
H 0.19 2.82 2.37
H -1.28 3.65 2.82
H -1.28 -2.11 -0.61
H -1.08 -1.04 0.82
H -4.97 0.53 0.35
H -5.38 -0.61 1.56
H -6.16 -0.66 -1.21
H -4.59 -3.07 -0.31
H -6.12 -3.33 -1.17
H -4.87 -2.36 -1.91
H -8.68 0.07 -1.06
H -9.98 -1.10 -0.97
H -7.54 -1.09 -3.41
C -10.25 -5.43 -1.39
Cl -8.48 -5.11 -1.53
Cl -11.12 -4.05 -1.99
Cl -10.63 -6.86 -2.36
Cl -10.64 -5.73 0.30
Al -6.10 -5.16 -0.26
C 11.95 -4.16 -0.05
O 13.05 -4.02 0.85
H 11.49 -5.13 0.12
H 11.22 -3.38 0.13
H 12.30 -4.11 -1.09
H 13.45 -3.16 0.68
N -11.95 -0.56 -4.74
O -11.83 -0.52 -5.98
O -11.62 0.42 -4.04
O -12.39 -1.60 -4.18
Cl 0.75 5.16 -1.51
F 1.82 7.00 0.14
Li 5.14 0.45 -4.83
C -5.18 -3.43 3.99
Br -4.31 -5.15 3.76
Br -4.04 -1.97 3.51
Br -6.86 -3.29 3.02
H -5.42 -3.34 5.04
C 1.64 4.81 4.95
C 1.79 3.34 5.34
C 3.20 3.05 5.86
O 1.51 2.52 4.22
H 2.34 5.06 4.15
H 0.64 5.00 4.58
H 1.83 5.47 5.80
H 1.06 3.09 6.11
H 3.94 3.26 5.08
H 3.29 2.00 6.13
H 3.43 3.66 6.73
H 2.15 2.73 3.53
Cl -8.79 -1.22 2.11
*
```

This record from the Open Molecules 2025 dataset describes a molecular structure, C4H8N2O2. The level of theory is wB97M-V/def2-TZVPD.

Computed properties:
Molar mass, g/mol: 116.12
HOMO level, eV: -8.404
Gap between HOMO and LUMO, eV: 8.08
LUMO energy, Eh: -0.0120
ΔE to the lowest compared entry with this formula, charge and spin, kcal per mole: 104.8

```
! wB97M-V def2-TZVPD RIJCOSX def2/J DEFGRID3
* xyz 0 1
C -0.43 1.12 -0.15
C 1.02 1.17 0.05
C -0.54 -0.93 0.19
N -1.05 -1.56 -0.90
C 1.31 -0.29 -0.42
O -1.29 1.74 0.65
N -0.88 -1.23 1.38
O 1.38 -0.55 -1.64
H -1.00 1.71 1.58
H -0.79 1.03 -1.17
H -1.56 -2.42 -0.74
H -0.48 -1.50 -1.73
H -0.44 -0.64 2.08
H 1.55 1.87 -0.60
H 1.29 1.32 1.10
H 1.90 -0.84 0.34
*
```

Calculated total energy for every record listed, in sequence, given in Eh: -282.17854 -3012.75662 -209.76840 -700.73656 -16373.21374 -417.08889.